The following is a DFT calculation (wB97M-V/def2-TZVPD) of a single C3H3N3O2 molecule.

Cartesian coordinates (Å):
C 0.06962 -0.13424 0.01966
C -0.14131 0.96176 2.15345
C -0.00010 0.00080 -1.63658
N 0.22756 -1.46844 0.21475
N 0.14469 -1.35340 -1.99820
N 0.01249 0.83033 0.81464
O -1.15003 0.76049 2.77172
O 0.25527 -2.06036 -0.94063
H 0.75552 1.44185 2.59805
H -0.96607 0.40177 -1.93954
H 0.79236 0.61943 -2.05732

Cartesian forces (eV/Å) of the 2 atoms listed first:
C -0.046 0.730 -3.300
C 0.529 0.357 0.922

Values from the calculation:
**Gap between HOMO and LUMO (alpha / beta)**: 8.7 / 7.9 eV
**Total energy**: -11719.232 eV
**Maximum force**: 3.380 eV/A